A structure of composition C47H43BrN2O2P2Sn. Source: the OMol25 dataset; level of theory: ωB97M-V with the def2-TZVPD basis set.

XYZ file:
```
98
Properties=species:S:1:pos:R:3
Sn -0.520 -1.401 -0.415
C 0.908 -3.624 3.746
C -0.253 -3.624 2.788
C -0.311 -4.538 1.738
C -1.379 -4.548 0.849
C -2.424 -3.646 1.011
C -2.390 -2.738 2.064
C -1.307 -2.725 2.934
H 1.748 -3.053 3.341
H 1.264 -4.637 3.934
H 0.633 -3.180 4.703
H 0.473 -5.281 1.638
H -1.424 -5.295 0.065
H -3.288 -3.689 0.357
H -3.226 -2.072 2.232
H -1.305 -2.036 3.774
C 2.334 -3.649 -0.371
O 1.820 -2.455 0.244
C 2.717 -1.681 0.952
C 4.078 -1.913 0.986
C 4.900 -1.014 1.658
Br 6.758 -1.310 1.648
C 4.380 0.085 2.306
C 3.001 0.295 2.303
C 2.181 -0.586 1.617
O 0.813 -0.368 1.496
C 2.442 1.492 2.951
N 2.992 2.659 2.925
C 2.113 3.505 3.604
C 2.228 4.866 3.878
C 1.204 5.462 4.588
C 0.089 4.729 5.022
C -0.040 3.378 4.753
C 0.993 2.792 4.032
N 1.189 1.488 3.567
H 3.088 -3.410 -1.122
H 1.488 -4.136 -0.848
H 2.756 -4.312 0.384
H 4.519 -2.768 0.492
H 5.017 0.793 2.819
H 0.598 0.470 1.950
H 3.102 5.419 3.556
H 1.264 6.516 4.828
H -0.687 5.233 5.585
H -0.895 2.813 5.102
H 0.819 0.685 4.058
C -0.398 0.609 -3.754
C -1.907 0.687 -3.486
P -2.408 -0.687 -2.360
C -3.063 0.082 -0.842
C -4.067 -0.567 -0.109
C -4.483 -0.054 1.108
C -3.880 1.087 1.635
C -2.858 1.714 0.941
C -2.446 1.216 -0.292
C -3.785 -1.561 -3.131
C -3.582 -2.868 -3.574
C -4.622 -3.569 -4.169
C -5.864 -2.969 -4.311
C -6.069 -1.664 -3.875
C -5.035 -0.957 -3.285
P 0.591 0.624 -2.208
C 0.526 2.328 -1.585
C 0.079 3.406 -2.345
C 0.103 4.687 -1.808
C 0.566 4.898 -0.517
C 1.020 3.827 0.245
C 0.997 2.549 -0.288
C 2.301 0.438 -2.784
C 3.095 -0.585 -2.275
C 4.418 -0.716 -2.677
C 4.945 0.176 -3.598
C 4.156 1.200 -4.109
C 2.840 1.339 -3.702
H -0.153 -0.332 -4.251
H -0.055 1.407 -4.413
H -2.470 0.570 -4.410
H -2.183 1.644 -3.041
H -4.550 -1.449 -0.514
H -5.286 -0.541 1.648
H -4.219 1.489 2.582
H -2.394 2.609 1.339
H -1.675 1.746 -0.835
H -2.609 -3.331 -3.462
H -4.463 -4.581 -4.518
H -6.679 -3.519 -4.763
H -7.039 -1.197 -3.994
H -5.196 0.062 -2.951
H -0.295 3.264 -3.353
H -0.234 5.524 -2.407
H 0.582 5.899 -0.106
H 1.398 3.992 1.247
H 1.387 1.718 0.284
H 2.672 -1.268 -1.556
H 5.037 -1.506 -2.269
H 5.976 0.079 -3.915
H 4.572 1.901 -4.822
H 2.246 2.161 -4.087
```

Values from the calculation:
DFT total energy   -5547.365421 Eh
LUMO energy   -6.446 eV
Charge   +2
HOMO   -12.946 eV

=====

A structure of composition C47H43Cl3N7O6RuS2. Source: the OMol25 dataset; level of theory: ωB97M-V with the def2-TZVPD basis set.

XYZ file:
```
109
Properties=species:S:1:pos:R:3
Ru 0.465 -0.401 -0.506
O 0.457 -3.352 2.817
S 0.255 -3.091 1.412
O -1.111 -2.962 0.997
N 1.083 -1.764 0.933
C 2.392 -1.595 1.438
C 3.025 -2.391 2.374
C 4.368 -2.173 2.738
C 5.119 -1.194 2.161
C 4.518 -0.362 1.193
C 5.251 0.587 0.448
C 4.640 1.289 -0.544
C 3.258 1.126 -0.736
N 2.533 0.279 -0.028
C 3.153 -0.523 0.881
C 1.027 -4.427 0.530
C 0.890 -5.709 1.045
C 1.471 -6.774 0.375
C 2.188 -6.552 -0.794
C 2.331 -5.265 -1.291
C 1.752 -4.192 -0.630
H 2.500 -3.203 2.845
H 4.808 -2.828 3.479
H 6.162 -1.054 2.414
H 6.308 0.710 0.654
H 5.188 1.973 -1.178
H 2.749 1.667 -1.524
H 0.344 -5.860 1.967
H 1.370 -7.777 0.769
H 2.642 -7.386 -1.314
H 2.900 -5.089 -2.195
H 1.879 -3.183 -1.001
Cl 1.671 1.091 -7.381
C 1.662 0.429 -5.773
C 0.903 1.030 -4.789
C 0.923 0.479 -3.523
Cl -0.008 1.249 -2.248
C 1.664 -0.653 -3.154
O 1.685 -1.168 -1.965
C 2.409 -1.223 -4.212
Cl 3.348 -2.634 -3.856
C 2.416 -0.701 -5.488
H 0.305 1.905 -5.003
H 3.004 -1.177 -6.260
C -5.405 3.362 3.675
O -4.812 2.469 2.750
C -5.143 1.148 2.852
C -6.206 0.657 3.585
C -6.443 -0.714 3.629
C -5.604 -1.581 2.956
C -4.526 -1.092 2.225
C -4.296 0.274 2.152
N -3.231 0.882 1.468
C -2.312 0.251 0.656
N -2.869 -0.594 -0.210
C -2.314 -1.513 -1.122
C -0.953 -1.623 -1.386
C -0.599 -2.673 -2.244
C -1.531 -3.537 -2.797
C -2.882 -3.393 -2.528
C -3.263 -2.378 -1.678
O -4.582 -2.141 -1.332
C -5.331 -3.286 -0.945
N -1.029 0.533 0.731
C -0.788 1.772 1.472
C -0.871 2.960 0.733
C -0.972 4.209 1.303
C -0.960 4.309 2.688
C -0.846 3.166 3.446
C -0.776 1.888 2.872
O -0.823 0.907 3.799
C -0.325 -0.395 3.518
H -4.908 4.318 3.531
H -5.250 3.015 4.700
H -6.473 3.486 3.488
H -6.851 1.332 4.128
H -7.277 -1.093 4.204
H -5.765 -2.649 3.008
H -3.847 -1.785 1.744
H -2.967 1.782 1.839
H -3.879 -0.626 -0.191
H 0.437 -2.858 -2.470
H -1.192 -4.339 -3.442
H -3.617 -4.057 -2.962
H -6.285 -2.919 -0.573
H -4.811 -3.836 -0.156
H -5.510 -3.954 -1.788
H -0.882 2.863 -0.346
H -1.027 5.088 0.676
H -1.024 5.274 3.175
H -0.837 3.207 4.527
H -0.356 -0.936 4.458
H 0.708 -0.334 3.170
H -0.933 -0.914 2.783
C 1.120 5.092 -2.506
N 2.532 5.059 -2.218
C 3.484 5.827 -3.006
C 4.814 5.567 -2.281
N 4.351 5.064 -0.999
C 3.042 4.705 -1.013
S 2.237 3.934 0.216
H 0.975 5.039 -3.585
H 0.652 6.007 -2.128
H 0.643 4.237 -2.033
H 3.222 6.890 -3.008
H 3.499 5.476 -4.038
H 5.396 6.479 -2.163
H 5.425 4.831 -2.811
H 4.949 4.710 -0.274
```

Values from the calculation:
Multiplicity   2
DFT total energy   -4923.416521 Eh
LUMO energy (spin up / spin down)   0.219 / -0.801 eV
Charge   0
HOMO (spin up / spin down)   -7.518 / -7.501 eV
Expectation value of S²   0.757

=====

Relative energy (zero: lowest compared OMol25 entry of this formula, charge and spin), respectively: 93.6; 98.0 kJ/mol.